26
Properties=species:S:1:pos:R:3:forces:R:3:lowdin_charge:R:1 method="wB97M-V/def2-TZVPD" max_force_ha_per_bohr=0.0293 relative_energy_kcal_mol=0.0 total_charge=+1 e_lumo_ev=-5.077 energy_ev=-14253.8472
C -1.45308 0.42520 -3.20959 -0.41 0.05 -0.51 -0.411
Pb -0.41228 1.09720 -1.41235 0.22 -0.11 0.71 1.334
N 0.88449 -1.01567 -1.00479 -0.03 -0.03 -0.44 -0.044
H 0.76741 3.23615 0.45163 0.40 -0.97 0.41 0.045
H 0.93150 2.49545 0.61708 -0.16 1.49 -0.18 -0.054
H -2.05696 1.30185 -3.53482 0.35 -0.62 0.02 -0.005
H -2.13299 -0.40730 -2.96649 0.28 0.17 -0.35 -0.005
H -0.71713 0.15889 -3.98806 -0.53 -0.05 0.15 -0.006
H 0.41653 -1.72389 -0.42749 0.15 0.38 -0.30 0.054
H 1.75477 -0.78914 -0.52143 -0.25 -0.04 0.02 0.056
H 1.11698 -1.41976 -1.91610 -0.03 -0.14 0.40 0.065
C 1.42307 -2.05274 3.64068 0.22 -0.32 0.38 -0.080
C 0.42428 -1.75413 2.54309 -0.23 0.36 0.08 -0.264
O 0.68470 -0.53297 1.83411 0.24 0.08 0.04 -0.241
C 0.90097 0.58655 2.70900 0.23 -0.33 -0.10 -0.282
C -0.34235 0.99768 3.46203 0.40 0.55 0.89 -0.067
H 2.46114 -1.97758 3.29215 -0.24 0.00 -0.01 0.092
H 1.27121 -3.07790 4.00752 0.00 0.27 -0.14 0.091
H 1.30247 -1.38731 4.50685 0.01 -0.23 -0.25 0.077
H 0.43366 -2.53850 1.78149 -0.02 0.01 0.09 0.110
H -0.58581 -1.68569 2.96780 0.08 -0.23 -0.08 0.118
H 1.70385 0.32521 3.41881 -0.22 0.33 -0.31 0.111
H 1.26800 1.39178 2.06828 -0.05 -0.19 0.17 0.059
H -0.56300 0.29698 4.27704 -0.07 0.14 -0.21 0.079
H -0.15571 1.98461 3.93306 -0.12 -0.51 -0.19 0.097
H -1.21604 1.10022 2.83530 -0.21 -0.05 -0.32 0.073

=====

29
Properties=species:S:1:pos:R:3:forces:R:3:lowdin_charge:R:1 method="wB97M-V/def2-TZVPD" max_force_ha_per_bohr=0.0547 smiles="C=C/C=C/CO.O.O.O.O.O" relative_energy_kcal_mol=45.5 e_lumo_ev=0.272 energy_ev=-17760.1428
C 1.75151 -1.21074 -2.33307 0.61 -0.19 -0.05 -0.186
C 1.98351 0.06194 -2.05253 -0.37 0.14 0.31 0.019
C -0.26607 -3.16062 0.36109 -2.79 0.15 -0.27 -0.204
O -1.03404 -2.29679 1.26282 0.95 -0.48 0.49 -0.125
C 0.73351 -2.43383 -0.44518 0.91 1.59 0.60 -0.100
C 0.74054 -2.10373 -1.73228 -0.27 -0.18 -0.12 -0.117
H 2.42004 -1.68027 -3.05049 -0.33 -0.01 -0.38 0.098
H 1.46479 0.57395 -1.24915 -0.18 0.08 -0.10 0.045
H 2.68043 0.65926 -2.62209 0.25 -0.12 0.11 0.059
H -0.02427 -3.97348 1.02424 1.11 -0.31 -0.17 0.111
H -1.03160 -3.53911 -0.32086 0.24 -0.42 -0.22 0.119
H -1.85868 -2.04903 0.83995 0.28 0.32 -0.28 0.067
H 1.45872 -1.82308 0.10268 0.17 -0.60 0.32 0.118
H 0.00545 -2.45027 -2.45558 -0.05 -0.38 0.19 0.115
H -0.16585 3.38647 -1.48283 0.07 -0.38 0.23 0.023
H 0.78339 3.36630 -0.18904 -0.33 -0.41 -0.26 -0.021
O 0.44898 3.88114 -0.94118 0.18 0.79 -0.01 -0.074
H -1.37582 3.44401 1.17465 0.32 -0.43 -0.42 0.032
H -1.63012 1.84777 1.13595 0.40 0.50 -0.07 -0.022
O -1.85184 2.69298 1.53727 -0.97 0.23 0.55 -0.057
H 1.67325 2.33519 1.97344 -0.16 -0.10 -0.08 0.062
H 0.46650 1.48912 1.43155 0.34 0.31 0.36 0.001
O 1.09801 2.20735 1.21204 0.13 -0.17 -0.16 -0.072
H -0.42409 -0.64317 1.99740 -0.45 0.15 -0.99 0.059
H -0.94770 0.37665 2.92180 -0.11 0.72 -0.49 0.096
O -0.74115 0.28983 1.97228 0.53 -0.96 1.65 -0.093
H -2.38189 0.17441 -0.28818 -0.28 -0.23 -0.11 0.059
H -0.91162 0.22042 -0.38446 0.45 -0.32 -0.05 0.027
O -1.63474 -0.40528 -0.48371 -0.65 0.72 -0.57 -0.039

=====

29
Properties=species:S:1:pos:R:3:forces:R:3:lowdin_charge:R:1 method="wB97M-V/def2-TZVPD" max_force_ha_per_bohr=0.0833 relative_energy_kcal_mol=44.4 total_charge=+1 e_lumo_ev=-2.460 energy_ev=-14608.9160
C 1.20547 0.73766 -1.36926 -0.48 -0.83 -1.33 -0.197
N 0.90545 1.46509 -0.15352 0.52 -0.04 0.41 -0.061
C 1.39842 0.85036 1.09049 -0.04 0.67 -0.11 -0.173
C 0.46114 1.13894 2.24697 -1.32 -0.91 -0.47 -0.180
O 0.26978 -0.11742 2.91270 0.25 -0.48 0.94 -0.093
C 0.81316 -0.72624 -1.25355 -0.39 0.57 1.16 -0.118
N -0.64128 -0.87570 -0.89897 0.32 1.88 -3.84 -0.020
C -1.46753 -1.60870 -1.89764 1.17 -0.62 0.96 0.018
H 0.57922 1.14749 -2.16784 0.11 0.27 -0.03 0.127
H 2.22151 0.71638 -1.78552 0.20 0.42 0.57 0.133
H 1.30418 2.38772 -0.22021 -0.08 0.34 -0.14 0.129
H 1.40586 -0.21792 0.97559 -0.03 -0.17 0.17 0.079
H 2.42763 1.10213 1.33630 0.20 0.26 -0.08 0.135
H 0.73541 1.95418 2.88943 0.40 0.14 0.50 0.124
H -0.55247 1.34595 1.87633 0.39 0.43 -0.27 0.119
H 0.48012 -0.12582 3.85592 0.00 0.25 -0.29 0.119
H 1.31034 -1.11532 -0.37830 0.45 -0.65 -0.35 0.099
H 1.12666 -1.27960 -2.11493 -0.25 -0.37 -0.52 0.132
H -0.68177 -1.38319 -0.00597 -0.15 -0.02 0.10 -0.064
H -0.97082 0.06380 -0.69903 -0.71 0.25 -0.39 0.099
H -0.96121 -2.56925 -2.00452 -0.17 -0.19 0.06 0.102
H -1.35499 -1.15203 -2.85961 -0.81 0.52 -0.44 0.096
H -2.44706 -1.79914 -1.45329 -0.07 0.45 -0.67 0.111
H -1.19745 2.05502 -0.47835 0.00 -0.05 0.19 0.015
H -2.57401 2.43706 -1.01271 -0.20 -0.13 -0.02 0.061
O -2.09618 1.70749 -0.60372 0.36 0.19 -0.07 -0.059
H -0.16336 -1.50295 1.82867 0.03 0.17 0.15 0.080
H -1.11286 -2.62171 1.31508 -0.02 -0.25 0.17 0.123
O -0.42337 -2.01430 1.02946 0.34 -2.11 3.62 0.067

=====

31
Properties=species:S:1:pos:R:3:forces:R:3:lowdin_charge:R:1 method="wB97M-V/def2-TZVPD" max_force_ha_per_bohr=0.0963 relative_energy_kcal_mol=49.3 total_charge=+1 e_lumo_ev=-2.827 energy_ev=-18703.1986
O -0.96736 -2.10257 -0.83661 0.25 -0.34 -0.04 0.030
C 0.02225 -2.60739 -0.36032 0.61 1.83 0.80 -0.140
C 1.14328 -1.74631 0.39366 -0.91 -0.26 -0.46 -0.333
C 0.53028 -1.22459 1.80954 0.32 -1.21 -2.25 -0.096
C 0.21122 0.16130 1.59505 -2.82 1.66 0.32 -0.125
C 1.07764 1.01829 1.14472 1.04 0.17 -0.09 -0.127
N 0.64649 2.38444 0.92618 -0.68 0.17 -0.51 0.162
N 2.31567 -2.50488 0.56220 1.95 -2.14 -0.45 0.010
H 0.24530 -3.68288 -0.41009 -0.14 -0.24 -0.09 0.131
H 1.44678 -0.89180 -0.33081 -1.13 -1.09 1.26 0.149
H -0.35812 -1.76565 2.07105 -0.48 -0.50 -0.12 0.114
H 1.15485 -1.30660 2.66925 1.13 -0.40 0.27 0.120
H -0.86044 0.50141 1.69362 1.27 -0.40 0.22 0.133
H 2.07253 0.70243 0.84708 0.10 0.65 0.16 0.142
H 1.11599 2.75568 0.04954 -0.31 0.05 0.90 0.141
H -0.39064 2.24409 0.65849 0.52 1.17 0.24 0.111
H 0.71698 2.95907 1.80061 0.13 -0.30 -1.33 0.193
H 2.50637 -2.97462 1.45224 -0.48 0.33 -0.58 0.094
H 2.55453 -3.15662 -0.23759 -0.38 1.19 1.40 0.117
H -3.29462 -0.09295 0.85661 -1.22 -0.32 0.97 0.049
H -2.49101 -0.97395 -0.14129 -0.27 1.22 0.60 0.067
O -2.61249 -0.05165 0.21682 1.03 -1.86 -1.34 -0.062
H -2.75933 2.02763 0.15825 0.65 0.04 -0.43 0.060
H -1.56388 1.52284 -0.76536 -1.59 2.02 0.85 0.039
O -1.91525 2.32053 -0.22610 1.22 -0.95 -0.55 -0.097
H 0.74040 1.62663 -1.98038 2.03 1.67 -0.72 0.071
H 2.03168 2.60932 -2.44808 0.77 0.60 -2.38 0.020
O 1.53797 2.23795 -1.76932 -3.03 -2.28 3.19 -0.051
H -1.38095 0.38639 -3.02213 -1.47 -0.83 -2.51 0.054
H -0.95082 -0.01457 -1.66179 0.03 -1.62 0.81 0.007
O -0.94021 0.69068 -2.28151 1.84 1.95 1.85 0.018

=====

29
Properties=species:S:1:pos:R:3:forces:R:3:lowdin_charge:R:1 method="wB97M-V/def2-TZVPD" max_force_ha_per_bohr=0.0514 smiles=CCN(C)CCO.O.O.O relative_energy_kcal_mol=61.4 e_lumo_ev=0.533 energy_ev=-15171.2732
C 0.31847 3.23545 -0.42852 -0.15 -1.24 1.18 -0.100
C -0.43554 1.88216 -0.48191 -0.57 -0.62 0.09 -0.216
N 0.18008 0.57772 0.03205 -0.32 2.04 1.06 -0.214
C 1.61323 0.77632 0.13727 0.79 -0.30 -1.35 -0.125
C -0.43533 0.21641 1.34309 -0.18 -0.91 -0.85 -0.170
C -1.36098 -0.93932 1.02371 -0.03 -1.41 -1.74 -0.234
O -2.55022 -0.27746 0.58369 -0.23 -0.72 0.04 -0.070
H 1.36389 3.15479 -0.72159 -0.23 0.25 -0.54 0.058
H 0.33654 3.60038 0.59589 -0.04 0.24 0.15 0.069
H -0.29729 3.89673 -1.01962 0.27 0.41 -0.30 0.070
H -0.58916 1.68129 -1.55123 -0.56 0.18 0.27 0.091
H -1.40749 2.00390 0.09292 0.97 -0.17 -1.32 0.119
H 1.94708 0.91974 -0.92871 0.09 0.25 1.00 0.103
H 1.87543 1.65880 0.76195 0.16 -0.63 -0.30 0.094
H 2.13741 -0.12862 0.48414 -0.57 0.61 0.00 0.058
H 0.27517 -0.07552 2.10751 0.47 0.13 -0.08 0.104
H -1.08893 1.01231 1.73228 0.43 -0.16 0.05 0.121
H -1.52020 -1.70583 1.78854 -0.34 0.54 0.57 0.112
H -0.95499 -1.63373 0.15216 -0.67 1.83 1.78 0.105
H -3.15390 -0.91621 0.18427 0.10 0.09 0.07 0.094
H 3.61513 -1.22629 1.78683 -0.04 -0.98 0.45 0.045
H 2.39478 -1.40830 2.90115 0.81 -0.66 -0.39 0.048
O 2.89153 -0.85923 2.28866 -0.55 1.35 0.34 -0.062
H -0.10482 -2.32347 -0.87554 0.94 -1.18 0.00 -0.015
H -0.63123 -2.87458 -2.06165 0.26 -0.73 -0.56 0.024
O -0.02395 -3.17672 -1.36656 -0.79 1.53 0.26 -0.084
H -0.19800 0.02543 -3.17522 -0.15 -0.20 -0.53 0.040
H -0.49764 -0.55920 -1.87164 -0.32 -0.11 -0.13 0.003
O -0.71785 -0.70503 -2.81666 0.44 0.55 0.77 -0.069

=====

31
Properties=species:S:1:pos:R:3:forces:R:3:lowdin_charge:R:1 method="wB97M-V/def2-TZVPD" max_force_ha_per_bohr=0.0847 smiles="CC(=O)N[C@H](C)CS.O.O.O.O" relative_energy_kcal_mol=63.3 e_lumo_ev=0.186 energy_ev=-28054.7970
O 1.27317 0.14830 -1.24013 1.39 -1.22 -0.79 0.032
C 1.78624 -0.62069 -0.43419 -1.82 1.94 2.05 -0.464
N 1.27046 -0.48007 0.87282 1.49 -2.11 -1.92 0.059
C 0.13412 0.38861 1.17168 0.24 1.38 1.62 -0.435
C -0.46644 -0.15033 2.47800 -0.78 0.78 0.13 -0.526
S -2.08699 0.48058 3.04814 0.08 0.48 0.46 0.708
C 0.72056 1.72338 1.53206 2.08 1.43 1.75 -0.113
C 2.77640 -1.77839 -0.66398 1.93 3.32 -2.05 0.017
H 1.78029 -1.03038 1.57374 -0.98 0.63 -0.02 0.144
H -0.60844 0.62743 0.34218 0.95 -1.36 0.78 0.148
H -0.61253 -1.17633 2.30074 0.08 -1.57 0.41 0.039
H 0.15044 0.09237 3.39807 -0.30 -0.63 -1.33 0.089
H -2.79902 0.67444 1.93813 0.21 -0.25 -0.54 -0.168
H 1.20428 2.12213 0.64350 -0.10 0.47 -0.01 0.072
H 1.61739 1.61287 2.33691 -2.16 0.13 -1.69 0.134
H -0.02415 2.43745 1.98386 0.66 -0.67 -0.52 0.078
H 3.38399 -2.07226 0.18043 -0.21 -0.10 0.22 0.076
H 3.48254 -1.55022 -1.58835 -1.45 -0.20 2.03 0.144
H 2.12975 -2.49686 -1.01056 -1.07 -2.45 -0.36 0.020
H 0.89299 -2.44608 -2.28160 2.14 -0.84 2.11 -0.032
H -0.49388 -2.94808 -2.78750 0.53 -0.20 0.19 0.082
O 0.21534 -2.29803 -2.86698 -2.86 0.66 -2.49 0.009
H -0.80074 3.25897 0.30586 -0.10 0.04 -0.72 0.001
H -2.10903 3.43747 -0.50737 2.33 -0.38 -0.42 0.089
O -1.10488 3.30088 -0.62298 -2.26 0.28 1.05 -0.092
H -0.73939 0.71911 -2.15996 -1.81 -2.75 -0.92 0.100
H -0.81658 -0.93399 -2.44188 -0.90 2.76 -0.27 0.040
O -1.37826 -0.05734 -2.46783 3.31 0.31 0.28 -0.168
H -2.99209 0.03025 -1.66552 0.19 0.52 -0.16 -0.001
H -2.63905 -0.91006 -0.64274 0.18 -0.29 0.47 0.011
O -3.14651 -0.10510 -0.72456 -1.00 -0.11 0.67 -0.096